A cluster of 6 separate species, C19H23F5O16 in total in a non-equilibrium geometry, computed with wB97M-V/def2-TZVPD.

The calculation puts the orbital gap at 10.22 eV. The SMILES is O=C1OC[C@@H](F)O1.O=C1OC[C@@H](F)O1.O=C1OC[C@@H](F)O1.O=C1OC[C@@H](F)O1.O=C1OC[C@@H](F)O1.C1CCOC1. Its largest force on an atom is 0.0447 hartree/bohr. The calculation puts the total energy at -66423.8040 eV.

Geometry as ORCA input:
```
! wB97M-V def2-TZVPD RIJCOSX def2/J DEFGRID3
* xyz 0 1
C 1.274 -1.515 -5.868
C 0.246 -1.511 -4.738
O 0.965 -1.079 -3.611
C 2.283 -0.973 -3.901
O 3.128 -0.711 -3.113
O 2.513 -1.239 -5.195
F -0.244 -2.751 -4.498
H 1.105 -0.770 -6.643
H 1.421 -2.472 -6.366
H -0.567 -0.811 -4.917
C 4.874 -1.578 -0.147
C 4.059 -0.754 0.798
O 4.390 -1.347 2.036
C 4.755 -2.644 1.808
O 4.962 -3.450 2.651
O 4.825 -2.871 0.466
F 2.705 -0.927 0.621
H 5.916 -1.245 -0.096
H 4.589 -1.608 -1.194
H 4.249 0.314 0.813
C 1.193 1.272 -1.418
C 1.735 1.700 -0.057
O 1.010 2.869 0.239
C 0.157 3.153 -0.765
O -0.691 3.984 -0.718
O 0.349 2.325 -1.812
F 3.057 2.068 -0.137
H 0.675 0.325 -1.219
H 2.011 0.970 -2.066
H 1.589 1.001 0.760
C -3.780 4.059 0.352
C -3.878 2.592 0.718
O -5.234 2.438 0.985
C -5.929 3.401 0.300
O -7.103 3.389 0.170
O -5.086 4.318 -0.199
F -3.142 2.347 1.836
H -2.947 4.440 -0.228
H -3.744 4.641 1.282
H -3.508 1.914 -0.051
C -0.117 -0.275 5.288
C -1.276 0.677 5.629
O -1.246 1.636 4.625
C -0.158 1.434 3.815
O 0.051 2.038 2.822
O 0.647 0.507 4.354
F -1.089 1.258 6.847
H -0.493 -1.165 4.787
H 0.544 -0.469 6.125
H -2.235 0.164 5.646
C -2.222 -2.012 -1.277
C -1.418 -3.242 -0.890
C -0.262 -2.704 -0.010
O -0.624 -1.342 0.266
C -1.966 -1.077 -0.093
H -3.280 -2.160 -1.482
H -1.756 -1.596 -2.178
H -1.089 -3.861 -1.720
H -2.044 -3.832 -0.211
H 0.713 -2.682 -0.492
H -0.232 -3.252 0.931
H -1.995 -0.035 -0.410
H -2.636 -1.279 0.748
*
```